Model one:
11
Properties=species:S:1:pos:R:3:mulliken_charge:R:1 method="wB97M-V/def2-TZVPD" charge=0 homo_energy_ev=-8.84 orbital_gap_ev=9.757 smiles="C#C/C=C(/C)F"
C -2.264 -0.299 -0.018 -1.063
C -0.801 -0.089 0.051 0.764
C 0.280 -0.896 -0.011 -1.049
C 1.565 -0.336 -0.013 -0.373
C 2.680 0.156 -0.013 0.374
H -2.815 -0.099 0.875 0.286
H -2.638 0.372 -0.776 0.316
H -2.487 -1.294 -0.402 0.316
H 0.259 -1.926 0.214 0.297
H 3.755 0.453 -0.052 0.383
F -0.537 1.253 0.019 -0.250

=====

Model two:
11
Properties=species:S:1:pos:R:3:mulliken_charge:R:1 method="wB97M-V/def2-TZVPD" charge=0 homo_energy_ev=-8.56 orbital_gap_ev=9.280 smiles="FC1=CCC=C1"
C 0.161 0.621 0.266 0.511
C -1.144 0.099 0.306 -0.527
C -0.985 -1.247 -0.361 -0.526
C 0.497 -1.246 -0.897 -0.355
C 1.108 -0.040 -0.567 -0.423
H -1.702 0.484 1.206 0.296
H -1.693 -1.590 -1.159 0.322
H -1.053 -2.081 0.176 0.354
H 1.054 -1.989 -1.501 0.366
H 2.007 0.655 -0.930 0.274
F 0.395 1.711 1.080 -0.292

=====

Q: Which of them is the most stable? A: model one.

=====

Model one:
9
Properties=species:S:1:pos:R:3:mulliken_charge:R:1 method="wB97M-V/def2-TZVPD" charge=0 homo_energy_ev="-9.46 / -9.46" orbital_gap_ev="9.256 / 9.256"
C 0.145 -0.574 -1.409 0.041
C -0.861 -1.138 -0.655 -0.304
C 0.493 -0.005 -3.600 0.735
N 0.415 -0.377 -0.231 -0.379
F 0.536 -1.189 -4.194 -0.188
F -0.526 0.689 -3.882 -0.155
F 1.644 0.618 -3.731 -0.175
H -1.796 -0.625 -0.748 0.174
H -0.984 -2.133 -0.509 0.251

=====

Model two:
9
Properties=species:S:1:pos:R:3:mulliken_charge:R:1 method="wB97M-V/def2-TZVPD" charge=0 homo_energy_ev="-9.91 / -9.10" orbital_gap_ev="9.980 / 7.318"
C 1.106 1.072 -0.385 0.136
C -0.088 0.386 0.051 -0.218
C 4.046 -0.115 -0.022 0.495
N 0.395 1.850 0.254 -0.327
F 4.203 0.574 1.048 -0.146
F 4.398 -1.427 0.068 -0.193
F 4.400 0.504 -1.109 -0.149
H -0.977 0.198 -0.626 0.220
H -0.013 -0.398 0.899 0.182

=====

Model three:
9
Properties=species:S:1:pos:R:3:mulliken_charge:R:1 method="wB97M-V/def2-TZVPD" charge=0 homo_energy_ev=-10.54 orbital_gap_ev=10.911
C -0.177 -0.651 -0.909 0.005
C 0.619 -1.009 0.189 -0.063
C 2.458 -0.202 0.206 0.631
N -0.608 -0.122 0.167 -0.428
F 3.171 -0.027 1.350 -0.247
F 3.247 -1.131 -0.501 -0.256
F 2.440 0.950 -0.374 -0.212
H -0.494 -0.942 -2.000 0.263
H 0.767 -2.047 0.496 0.305

=====

Model four:
9
Properties=species:S:1:pos:R:3:mulliken_charge:R:1 method="wB97M-V/def2-TZVPD" charge=0 homo_energy_ev=-10.04 orbital_gap_ev=10.181 smiles="C1=CN=1.FC(F)F"
C -1.996 -0.653 0.369 0.029
C -1.340 -1.837 -0.029 -0.114
C 2.768 -0.922 -0.206 0.470
N -2.495 -1.821 0.750 -0.275
F 3.191 -1.190 1.018 -0.216
F 3.680 -0.102 -0.728 -0.199
F 1.592 -0.266 -0.096 -0.182
H -2.183 0.324 0.447 0.360
H 2.694 -1.907 -0.737 0.127

=====

Q: Which of them is the most stable? A: model three.

=====

Model one:
20
Properties=species:S:1:pos:R:3:mulliken_charge:R:1 method="wB97M-V/def2-TZVPD" charge=+1 homo_energy_ev=-11.35 orbital_gap_ev=7.078
C 1.531 -1.259 0.167 -1.094
C -2.294 1.822 0.424 -0.987
C -2.239 -1.375 0.429 -1.013
C 1.499 0.185 -0.191 -0.477
N 2.844 0.681 -0.639 -0.368
Si -1.733 0.231 -0.433 0.538
H 1.139 -1.877 -0.672 0.219
H 2.474 -1.657 0.512 0.486
H 0.888 -1.283 1.016 0.278
H -3.040 1.622 1.148 0.371
H -1.454 2.148 0.977 0.340
H -2.578 2.675 -0.256 0.333
H -1.525 -2.112 0.047 0.310
H -2.140 -1.468 1.480 0.389
H -3.236 -1.510 0.162 0.400
H 1.467 0.685 0.797 0.161
H 3.160 0.031 -1.407 0.357
H 2.929 1.757 -0.834 0.364
H 3.632 0.499 0.012 0.359
H -1.217 0.239 -1.898 0.033

=====

Model two:
20
Properties=species:S:1:pos:R:3:mulliken_charge:R:1 method="wB97M-V/def2-TZVPD" charge=+1 homo_energy_ev=-15.06 orbital_gap_ev=11.606 smiles=CC(C)[C@H]([NH3+])[SiH3]
C 1.905 -0.331 0.805 -1.330
C 0.796 1.451 -0.769 -1.750
C 0.627 0.504 0.465 0.358
C -0.642 -0.342 0.457 -0.307
N -0.257 -1.376 -0.578 -0.319
Si -2.448 0.311 0.186 0.314
H 2.451 0.139 1.528 0.361
H 2.425 -0.433 -0.193 0.388
H 1.566 -1.464 1.105 0.272
H 0.823 0.837 -1.644 0.402
H 0.024 2.107 -0.766 0.463
H 1.692 1.893 -0.612 0.525
H 0.660 1.252 1.268 0.416
H -0.596 -1.005 1.556 0.355
H -0.204 -0.946 -1.542 0.336
H 0.562 -1.864 -0.290 0.263
H -0.926 -2.133 -0.689 0.362
H -2.570 1.692 0.620 -0.020
H -3.358 -0.820 0.666 -0.043
H -2.243 0.465 -1.391 -0.045

=====

Q: Which of them is the most stable? A: model two.

=====

Model one:
11
Properties=species:S:1:pos:R:3:mulliken_charge:R:1 method="wB97M-V/def2-TZVPD" charge=0 homo_energy_ev=-8.31 orbital_gap_ev=8.925 smiles=CN.SS
S 0.371 -0.381 -0.512 -0.107
S 1.599 0.025 -2.107 -0.211
H 1.388 -0.397 0.365 0.159
H 0.702 -0.151 -3.102 0.144
C -2.329 0.224 2.977 -0.727
N -1.271 0.388 1.943 -0.442
H -1.922 -0.595 3.619 0.228
H -3.424 0.182 2.725 0.264
H -2.452 1.156 3.705 0.239
H -1.692 0.060 1.121 0.252
H -1.236 1.374 2.001 0.200

=====

Model two:
11
Properties=species:S:1:pos:R:3:mulliken_charge:R:1 method="wB97M-V/def2-TZVPD" charge=0 homo_energy_ev=-9.10 orbital_gap_ev=9.611 smiles=CSS.N
N 7.001 -3.015 0.970 -0.600
H 7.706 -3.815 1.072 0.218
H 7.100 -2.513 1.747 0.188
H 6.085 -3.142 0.703 0.194
C -2.752 1.689 -1.272 -0.664
S -1.817 0.164 -0.886 -0.028
S -0.982 0.637 0.940 -0.248
H -3.840 1.535 -1.775 0.245
H -2.175 2.401 -1.970 0.262
H -2.703 2.220 -0.335 0.259
H 0.109 1.463 0.535 0.173

=====

Q: Which of them is the most stable? A: model two.

=====

Model one:
12
Properties=species:S:1:pos:R:3:mulliken_charge:R:1 method="wB97M-V/def2-TZVPD" charge=-1 homo_energy_ev=-2.12 orbital_gap_ev=5.551
C 1.023 -1.575 0.702 -0.915
S 0.380 -0.606 -0.698 -0.002
S 2.185 -0.574 -1.999 -0.484
H 1.444 -2.479 0.321 0.357
H 0.161 -1.767 1.400 0.291
H 1.812 -1.066 1.271 0.281
H 2.879 0.539 -1.626 0.086
C -2.079 1.566 0.027 -0.707
S -0.880 0.708 1.078 -0.507
H -1.526 1.922 -0.876 0.196
H -2.947 0.914 -0.235 0.192
H -2.453 2.418 0.634 0.213

=====

Model two:
12
Properties=species:S:1:pos:R:3:mulliken_charge:R:1 method="wB97M-V/def2-TZVPD" charge=-1 homo_energy_ev=-2.64 orbital_gap_ev=6.228
C 1.883 -0.471 -1.370 -0.851
S 1.732 -1.533 -0.037 -0.233
H 1.133 -0.545 -2.138 0.300
H 2.904 -0.552 -2.025 0.239
H 1.805 0.510 -1.178 0.360
C -2.085 0.497 -1.282 -0.702
S -1.623 0.123 0.436 -0.176
S -0.056 1.356 1.180 -0.651
H -2.785 1.357 -1.379 0.254
H -1.148 0.940 -1.645 0.162
H -2.579 -0.364 -1.744 0.250
H 1.025 -0.647 0.762 0.049

=====

Q: Which of them is the most stable? A: model two.

=====

Model one:
12
Properties=species:S:1:pos:R:3:mulliken_charge:R:1 method="wB97M-V/def2-TZVPD" charge=-1 homo_energy_ev=-2.48 orbital_gap_ev=6.000
C -2.322 -0.591 0.358 -0.637
S -1.584 -2.237 0.625 -0.220
H -1.672 -0.108 -0.363 0.187
H -3.306 -0.650 -0.095 0.274
H -2.384 -0.018 1.276 0.240
C 1.971 1.476 -0.674 -0.760
S 1.487 -0.273 -0.814 -0.179
S 1.906 -1.076 1.078 -0.657
H 3.024 1.577 -0.422 0.260
H 1.378 1.934 0.115 0.225
H 1.785 1.861 -1.676 0.251
H -0.283 -1.895 0.592 0.015

=====

Model two:
12
Properties=species:S:1:pos:R:3:mulliken_charge:R:1 method="wB97M-V/def2-TZVPD" charge=-1 homo_energy_ev=-2.31 orbital_gap_ev=5.898
C 2.545 -0.938 -0.851 -0.682
S 2.229 0.673 -0.055 -0.243
H 1.798 -1.594 -0.241 0.192
H 3.637 -1.293 -0.659 0.251
H 2.327 -0.999 -1.870 0.282
C -2.493 0.934 1.124 -0.776
S -1.789 0.915 -0.514 -0.183
S -1.026 -0.920 -0.737 -0.648
H -3.343 1.600 1.038 0.239
H -2.923 -0.076 1.249 0.235
H -1.861 1.105 1.977 0.268
H 0.898 0.591 -0.460 0.064

=====

Q: Which of them is the most stable? A: model one.